C18H24BrN6O2Se3TeTi as an isolated structure at a distorted geometry, computed with the ωB97M-V functional and the def2-TZVPD basis.

Cartesian coordinates (Å):
Ti1 -1.43 -1.24 1.43
C1 1.89 -1.95 3.67
C2 0.79 -1.10 3.10
O1 0.30 -1.49 1.96
C3 0.38 0.05 3.75
C4 -0.62 0.92 3.25
C5 -0.79 2.30 3.83
N1 -1.31 0.55 2.20
N2 -1.99 1.48 1.45
C6 -2.15 1.01 0.24
O2 -1.68 -0.16 -0.11
C7 -2.80 1.87 -0.76
C8 -3.62 2.93 -0.36
C9 -4.20 3.76 -1.31
C10 -3.97 3.55 -2.66
C11 -3.17 2.48 -3.06
C12 -2.60 1.64 -2.12
H1 2.84 -1.72 3.20
H2 1.65 -3.00 3.50
H3 1.99 -1.78 4.74
H4 0.89 0.33 4.66
H5 -0.22 2.39 4.75
H6 -1.84 2.49 4.03
H7 -0.45 3.05 3.11
H8 -3.79 3.08 0.70
H9 -4.86 4.56 -0.99
H10 -4.40 4.22 -3.40
H11 -3.00 2.30 -4.11
H12 -1.99 0.80 -2.42
Se1 -1.43 -3.43 0.06
Se2 -2.37 -2.63 -1.89
Te1 -4.54 -1.45 -1.06
Se3 -4.15 -1.25 1.39
Br1 -1.93 -2.57 3.59
C13 2.41 -0.34 -0.03
N3 3.58 -0.21 -0.92
C14 3.12 0.43 -2.16
N4 2.05 -0.32 -2.82
C15 0.93 -0.44 -1.87
N5 1.34 -1.10 -0.64
C16 1.84 -2.43 -0.97
N6 3.00 -2.36 -1.89
C17 4.03 -1.56 -1.25
C18 2.55 -1.67 -3.10
H13 2.04 0.66 0.22
H14 2.73 -0.84 0.89
H15 3.97 0.52 -2.84
H16 2.75 1.43 -1.92
H17 0.12 -1.02 -2.34
H18 0.55 0.56 -1.64
H19 1.05 -3.01 -1.44
H20 2.14 -2.94 -0.05
H21 4.89 -1.48 -1.93
H22 4.35 -2.06 -0.33
H23 1.75 -2.25 -3.56
H24 3.39 -1.59 -3.80

The value obtained for the LUMO energy (alpha / beta) is 4.442 / 4.441 eV. As for the charge: -2. The calculation puts the molar mass at 848.7 g/mol. Its maximum force is 3.5 eV Å⁻¹. As for the spin multiplicity: 2. For the energy, the calculation gives -328586.7311 eV. The calculation puts the highest occupied orbital energy (alpha / beta) at -0.28 / -0.30 eV. The calculation puts the energy relative to the best compared isomer or geometry (same formula, charge and spin) at 37.8 kcal per mole.

Atom charges from the natural (NBO) analysis, given in e for atoms 1 to 8: number 1, Ti, carries 1.148; number 2, C, carries -0.668; number 3, C, carries 0.484; number 4, O, carries -0.739; number 5, C, carries -0.426; number 6, C, carries 0.273; number 7, C, carries -0.654; number 8, N, carries -0.445

C18H24Cl3FHgN6O5 as an isolated structure at a distorted geometry, computed with the ωB97M-V functional and the def2-TZVPD basis.

Cartesian coordinates (Å):
Hg1 1.60 0.71 -0.83
N1 -0.71 0.81 0.12
C1 -0.94 2.26 0.28
C2 -0.64 2.98 -1.06
N2 0.82 2.94 -1.40
C3 0.89 3.27 -2.88
C4 1.37 2.15 -3.71
N3 2.26 1.19 -2.99
C5 1.56 3.90 -0.52
C6 3.07 3.86 -0.41
N4 3.60 2.41 -0.23
H1 -1.56 0.43 -0.36
H2 -0.66 0.30 1.03
H3 -0.17 2.57 0.97
H4 -1.95 2.45 0.65
H5 -0.93 4.04 -0.89
H6 -1.20 2.48 -1.85
H7 1.47 4.23 -3.02
H8 -0.10 3.43 -3.18
H9 1.89 2.58 -4.54
H10 0.53 1.59 -4.12
H11 3.24 1.54 -3.00
H12 2.25 0.28 -3.52
H13 1.09 3.74 0.44
H14 1.14 4.93 -0.66
H15 3.35 4.48 0.58
H16 3.61 4.42 -1.18
H17 3.44 2.06 0.76
H18 4.61 2.41 -0.31
Cl1 -8.81 -2.52 0.57
C7 -7.36 -1.69 0.22
C8 -6.81 -0.77 1.15
C9 -5.42 -0.48 1.08
Cl2 -4.75 0.19 2.54
C10 -4.50 -0.90 0.03
O1 -3.30 -0.58 -0.03
C11 -5.21 -1.79 -0.98
Cl3 -4.41 -2.42 -2.38
C12 -6.52 -2.07 -0.81
H19 -7.47 -0.43 1.99
H20 -6.99 -2.69 -1.58
F1 3.34 -5.88 0.06
C13 2.72 -5.15 1.06
C14 3.10 -3.88 1.29
N5 2.38 -3.14 2.24
C15 2.86 -1.70 2.46
C16 2.57 -0.70 1.36
O2 2.25 0.48 1.68
O3 2.58 -1.21 0.18
C17 1.25 -3.72 2.98
O4 0.63 -3.11 3.82
N6 1.02 -5.08 2.72
C18 1.78 -5.94 1.92
O5 1.58 -7.15 2.05
H21 3.87 -3.33 0.82
H22 3.91 -1.80 2.60
H23 2.39 -1.45 3.43
H24 0.40 -5.53 3.36

The value obtained for the LUMO energy (alpha / beta) is 2.120 / 1.997 eV. As for the charge: -1. The calculation puts the molar mass at 730.4 g/mol. Its maximum force is 3.4 eV Å⁻¹. As for the spin multiplicity: 2. For the energy, the calculation gives -82692.2427 eV. The calculation puts the highest occupied orbital energy (alpha / beta) at -1.97 / -3.81 eV. The calculation puts the energy relative to the best compared isomer or geometry (same formula, charge and spin) at 15.7 kcal per mole.

Atom charges from the natural (NBO) analysis, given in e for atoms 1 to 8: number 1, Hg, carries 0.867; number 2, N, carries -0.899; number 3, C, carries -0.241; number 4, C, carries -0.232; number 5, N, carries -0.498; number 6, C, carries -0.234; number 7, C, carries -0.252; number 8, N, carries -0.901

C18H24ClIN3O3Re as an isolated structure, computed with the ωB97M-V functional and the def2-TZVPD basis.

Cartesian coordinates (Å):
Re1 0.41 -0.51 0.51
N1 0.18 -1.83 3.31
C1 -0.21 -1.58 2.11
C2 -1.51 -0.83 -0.31
N2 -2.23 -0.22 -1.33
C3 -2.98 1.02 -1.16
C4 -2.46 2.13 -2.07
N3 -1.04 2.37 -1.86
H1 1.10 -1.56 3.67
H2 -0.36 -2.43 3.92
H3 -4.98 0.07 1.72
H4 -4.08 -2.76 1.00
H5 -4.29 0.13 1.97
H6 -3.64 -1.34 -0.25
H7 -2.05 -0.54 -2.27
H8 -2.89 1.32 -0.11
H9 -4.04 0.88 -1.37
H10 -3.09 3.01 -1.92
H11 -2.62 1.81 -3.10
H12 -0.87 3.11 -1.19
H13 -0.57 2.61 -2.72
I1 2.69 0.23 2.01
C5 3.94 0.14 0.32
C6 5.27 0.35 0.50
C7 6.10 0.35 -0.65
C8 5.54 0.18 -1.88
C9 4.15 -0.02 -2.04
C10 3.59 -0.15 -3.34
C11 2.25 -0.34 -3.48
C12 1.42 -0.43 -2.35
C13 1.89 -0.31 -1.06
C14 3.29 -0.08 -0.91
H14 5.70 0.51 1.48
H15 7.16 0.51 -0.53
H16 6.16 0.21 -2.77
H17 4.24 -0.11 -4.20
H18 1.81 -0.44 -4.47
H19 0.37 -0.63 -2.52
C15 -1.25 1.64 2.58
C16 -0.40 1.11 1.49
O1 0.15 1.77 0.63
H20 -0.60 1.88 3.42
H21 -1.97 0.89 2.93
H22 -1.75 2.56 2.27
Cl1 -2.90 -1.92 0.71
C17 -2.14 -3.37 0.14
C18 -0.94 -3.25 -0.56
O2 -0.19 -4.03 -1.04
O3 -0.62 -1.80 -0.82
H23 -2.73 -4.26 0.28
H24 1.23 -1.91 0.78

The value obtained for the LUMO energy (alpha / beta) is -3.314 / -3.560 eV. As for the charge: +1. The calculation puts the molar mass at 679.0 g/mol. Its maximum force is 0.9 eV Å⁻¹. As for the spin multiplicity: 2. For the energy, the calculation gives -52401.9714 eV. The calculation puts the highest occupied orbital energy (alpha / beta) at -9.97 / -10.52 eV. The calculation puts the energy relative to the best compared isomer or geometry (same formula, charge and spin) at 346.9 kcal per mole.

Atom charges from the natural (NBO) analysis, given in e for atoms 1 to 8: number 1, Re, carries 0.496; number 2, N, carries -0.796; number 3, C, carries 0.151; number 4, C, carries 0.131; number 5, N, carries -0.701; number 6, C, carries -0.218; number 7, C, carries -0.230; number 8, N, carries -0.848

An isolated ion of composition C18H24ClN2O2 and charge +1 at a distorted geometry, computed with the ωB97M-V functional and the def2-TZVPD basis.

Cartesian coordinates (Å):
Cl1 2.60 5.25 -3.48
C1 1.69 3.79 -3.38
C2 2.16 2.75 -2.60
C3 1.43 1.57 -2.51
C4 0.23 1.45 -3.20
C5 -0.23 2.50 -3.97
C6 0.49 3.68 -4.07
H1 0.13 4.50 -4.67
H2 -1.16 2.40 -4.52
H3 -0.33 0.53 -3.16
C7 1.93 0.47 -1.69
C8 3.18 0.19 -1.20
C9 3.06 -1.01 -0.48
C10 1.76 -1.40 -0.57
O1 1.06 -0.50 -1.31
C11 1.02 -2.55 0.03
N1 0.45 -2.14 1.32
H4 1.20 -1.79 1.91
C12 -0.26 -3.21 2.04
C13 -1.12 -2.60 3.15
H5 -1.60 -3.40 3.71
C14 -2.21 -1.70 2.56
N2 -1.62 -0.63 1.72
C15 -2.51 -0.19 0.63
H6 -2.78 -1.04 0.01
C16 -1.79 0.87 -0.22
O2 -1.38 1.96 0.57
C17 -0.51 1.55 1.58
H7 -0.24 2.45 2.14
C18 -1.20 0.55 2.51
H8 -0.52 0.23 3.30
H9 -2.08 1.01 2.96
H10 0.40 1.11 1.15
H11 -2.47 1.26 -0.97
H12 -0.92 0.41 -0.71
H13 -3.41 0.24 1.07
H14 -0.68 -1.13 1.33
H15 -2.86 -2.31 1.92
H16 -2.82 -1.26 3.35
H17 -0.49 -2.04 3.84
H18 -0.90 -3.73 1.32
H19 0.43 -3.95 2.46
H20 0.19 -2.83 -0.63
H21 1.69 -3.40 0.14
H22 3.85 -1.53 0.03
H23 4.07 0.76 -1.35
H24 3.09 2.86 -2.07

The value obtained for the LUMO energy is -2.254 eV. As for the charge: +1. The calculation puts the molar mass at 335.9 g/mol. Its maximum force is 1.1 eV Å⁻¹. Its SMILES is Clc1cccc(-c2ccc(CNCCC[NH+]3CCOCC3)o2)c1. For the energy, the calculation gives -38646.9057 eV. The calculation puts the highest occupied orbital energy at -10.81 eV. The calculation puts the energy relative to the best compared isomer or geometry (same formula, charge and spin) at 0.0 kcal per mole.

Atom charges from the natural (NBO) analysis, given in e for atoms 1 to 8: number 1, Cl, carries 0.033; number 2, C, carries -0.031; number 3, C, carries -0.222; number 4, C, carries -0.015; number 5, C, carries -0.223; number 6, C, carries -0.189; number 7, C, carries -0.218; number 8, H, carries 0.237